(1)
Density functional theory data (ωB97M-V/def2-TZVPD) for a structure of composition C16H21F3I2NO9P.

Geometry as XYZ:
```
53
Properties=species:S:1:pos:R:3
C -1.18965 -0.23294 3.46705
C -1.02882 -0.61149 2.17597
C -0.39307 0.25063 1.03660
C -1.53517 1.08253 0.42927
C -2.59042 0.25308 -0.34985
F -2.69006 0.76847 -1.65475
O 0.11474 -0.80797 0.15765
C 1.22298 -1.26554 0.91778
O 1.72290 -2.32492 0.73955
O 1.63412 -0.28730 1.83013
C 0.98650 0.91210 1.29852
P 2.11350 1.23490 -0.23995
N 3.53247 0.58983 0.07031
C 1.09730 2.01690 2.38754
I 3.17852 2.51457 2.85263
C 0.35981 3.37003 2.01491
C -0.23912 3.95503 3.35278
I 1.65617 4.95009 1.24927
H -2.19844 -0.35379 3.90156
H -0.37763 0.11773 4.11686
H -1.38419 -1.61690 1.88031
H -1.18880 1.89519 -0.23858
H -2.06265 1.56972 1.27247
H -2.41876 -0.83578 -0.34225
H -3.58541 0.41722 0.09724
H 2.29564 2.61528 -0.48570
H 1.50762 0.68675 -1.38220
H 4.23596 1.32369 0.04372
H 0.69004 1.63502 3.33103
H -0.44260 3.26469 1.27261
H 0.56961 4.54545 3.82160
H -1.03393 4.66713 3.06675
H -0.59055 3.16842 4.03911
C 4.94545 -1.34539 -4.07605
C 4.76241 -0.16571 -4.99114
O 3.64786 0.49714 -4.42302
C 3.68144 0.21272 -3.08766
O 3.06626 0.80488 -2.25927
O 4.50727 -0.82265 -2.82181
F 4.44486 -0.55894 -6.24877
H 4.31626 -2.19208 -4.35690
H 5.97977 -1.67834 -4.02205
H 5.61502 0.51579 -5.02622
C -4.57994 -4.37053 -0.09162
C -4.54740 -3.63809 -1.40554
O -5.18988 -2.41430 -1.09718
C -4.94670 -2.18008 0.22401
O -5.09977 -1.13184 0.75686
O -4.49685 -3.29947 0.85014
F -5.27010 -4.28649 -2.34984
H -5.51387 -4.91525 0.05841
H -3.74710 -5.06103 0.02466
H -3.54360 -3.43816 -1.78697
```

Values from the calculation:
- 2S+1: 1
- Total energy: -2590.3332 a.u.
- Strongest force on any atom: 3.9 eV/Å
- Orbital gap: 7.3 eV

(2)
Density functional theory data (ωB97M-V/def2-TZVPD) for an isolated molecule of C2H7N3.

Geometry as XYZ:
```
12
Properties=species:S:1:pos:R:3
H 0.17217 2.06093 2.24407
N -0.28053 1.21904 1.79612
C 0.09758 0.98911 0.59727
N -0.27886 -0.08620 -0.19754
C 0.55150 -0.43966 -1.32904
N -0.90264 -1.03206 0.54250
H 0.85573 1.60595 0.05794
H 0.60757 0.28204 -2.12203
H 0.12249 -1.27410 -1.92262
H 1.54615 -0.70418 -1.01624
H -1.46965 -0.72332 1.29159
H -1.02152 -1.89753 0.05798
```

Values from the calculation:
- 2S+1: 1
- SMILES string: [H]/N=C/N(C)N
- Total energy: -244.5944 a.u.
- Relative energy (zero: lowest compared OMol25 entry of this formula, charge and spin): 212.6 kJ/mol
- Strongest force on any atom: 3.8 eV/Å
- Orbital gap: 8.4 eV

(3)
Density functional theory data (ωB97M-V/def2-TZVPD) for an isolated molecule of C4H5NO2.

Geometry as XYZ:
```
12
Properties=species:S:1:pos:R:3
O -2.43881 0.92775 0.11265
C -1.46218 0.21903 -0.06744
C -0.69904 -0.15129 -1.15884
C 0.48419 0.69753 1.03477
N 1.50306 -0.08433 0.59393
C 1.37947 -0.94898 -0.32093
O 0.28016 -1.15937 -1.05117
H -0.90282 -0.21506 0.88917
H -0.99342 0.01595 -2.18868
H 0.42744 1.71196 0.64301
H 0.23460 0.61450 2.09257
H 2.18735 -1.62770 -0.57904
```

Values from the calculation:
- 2S+1: 1
- Total energy: -360.4907 a.u.
- Relative energy (zero: lowest compared OMol25 entry of this formula, charge and spin): 469.3 kJ/mol
- Strongest force on any atom: 0.3 eV/Å
- Orbital gap (alpha / beta): 7.4 / 7.4 eV

(4)
Density functional theory data (ωB97M-V/def2-TZVPD) for an isolated molecule of C17H27NO4.

Geometry as XYZ:
```
49
Properties=species:S:1:pos:R:3
C -1.57682 -4.68008 0.19322
C -0.70529 -3.44691 0.00879
O -1.52949 -2.31459 0.19090
C -0.99661 -1.06492 0.03492
C 0.34438 -0.83850 -0.23075
C 0.82613 0.46267 -0.34124
C 2.26043 0.74843 -0.64334
O 2.61415 1.66592 -1.35690
N 3.13373 -0.10648 -0.05761
C 4.57222 0.01694 -0.18861
C 5.15790 -1.33222 -0.59615
C 5.17321 0.55123 1.11843
C 6.64137 0.93570 0.98584
C -0.04382 1.52394 -0.19886
C -1.39875 1.32382 0.06892
O -2.10009 2.47424 0.21789
C -3.51673 2.50682 0.17458
C -3.92761 3.97163 0.20145
C -1.89226 0.01526 0.18739
O -3.21544 -0.17442 0.50599
C -3.95633 -1.17170 -0.18644
C -5.42085 -0.75604 -0.18236
H -2.01951 -4.67558 1.18551
H -2.37558 -4.68502 -0.54350
H -0.97650 -5.57750 0.07432
H 0.10777 -3.44682 0.74851
H -0.26692 -3.44062 -0.99883
H 1.01506 -1.66982 -0.37535
H 2.79065 -0.77647 0.61170
H 4.73184 0.75079 -0.98552
H 6.21627 -1.23741 -0.81756
H 4.65393 -1.70216 -1.48586
H 5.03287 -2.05918 0.20496
H 5.05900 -0.20221 1.90270
H 4.59982 1.43267 1.41379
H 7.25973 0.06514 0.78324
H 6.99260 1.39265 1.90801
H 6.77256 1.65058 0.17725
H 0.31547 2.53489 -0.30034
H -3.87347 2.03176 -0.74748
H -3.93915 1.97419 1.03278
H -5.01052 4.05204 0.16795
H -3.56239 4.44135 1.11035
H -3.50286 4.49424 -0.65131
H -3.84149 -2.13759 0.31708
H -3.58789 -1.26774 -1.21462
H -5.75700 -0.60832 0.84017
H -5.55912 0.17301 -0.72919
H -6.02252 -1.53305 -0.64583
```

Values from the calculation:
- 2S+1: 1
- SMILES string: CCOc1cc(C(=O)N[C@H](C)CC)cc(OCC)c1OCC
- Total energy: -1019.6846 a.u.
- Relative energy (zero: lowest compared OMol25 entry of this formula, charge and spin): 123.8 kJ/mol
- Strongest force on any atom: 0.7 eV/Å
- Orbital gap: 8.9 eV

(5)
Density functional theory data (ωB97M-V/def2-TZVPD) for a cluster of 3 separate species, C4H11NS in total.

Geometry as XYZ:
```
17
Properties=species:S:1:pos:R:3
C -0.04596 1.63187 -1.11756
C 0.99681 2.37123 -0.66703
N -1.36975 2.01819 -1.03076
H 0.15013 0.74596 -1.73454
H 2.03571 2.19671 -1.00801
H 0.88593 3.15546 0.06740
H 0.17142 0.98282 0.43544
H -1.47525 2.65326 -0.24528
H -1.95466 1.23986 -0.69100
C 0.86041 -2.26713 0.93905
C -0.62241 -2.16396 0.54648
S -1.28641 -0.49516 0.87825
H 0.94471 -1.94127 1.97822
H 1.43801 -1.57025 0.32576
H 1.23435 -3.29231 0.78889
H -1.24409 -2.90544 1.06032
H -0.71897 -2.35984 -0.52564
```

Values from the calculation:
- 2S+1: 1
- Total energy: -611.8129 a.u.
- Relative energy (zero: lowest compared OMol25 entry of this formula, charge and spin): 339.4 kJ/mol
- Strongest force on any atom: 2.3 eV/Å
- Orbital gap: 8.2 eV

(6)
Density functional theory data (ωB97M-V/def2-TZVPD) for a structure of composition C24H43ClInP2.

Geometry as XYZ:
```
71
Properties=species:S:1:pos:R:3
In -1.06218 -1.73446 -2.19280
C 3.40651 2.36703 -0.89935
C 2.29712 2.99623 -1.53666
C 2.65110 4.03947 0.49309
C 3.63337 3.02110 0.34636
C 1.82374 4.02590 -0.66996
C 4.23186 1.26829 -1.45538
H 3.68346 0.71295 -2.23019
H 4.51427 0.56919 -0.65332
H 5.16742 1.64510 -1.90928
C 4.68326 2.68588 1.33674
H 5.50892 2.11802 0.88154
H 4.27382 2.06709 2.15446
H 5.08486 3.60865 1.78624
C 2.51698 4.94200 1.66426
H 3.50156 5.32185 1.98061
H 2.07023 4.40956 2.52049
H 1.86613 5.79897 1.44408
C 0.70846 4.95897 -0.95281
H 1.07044 5.90449 -1.39931
H 0.18885 5.21080 -0.01450
H -0.01326 4.51365 -1.65528
C 1.74300 2.65950 -2.86466
H 2.17537 3.30521 -3.64871
H 0.65294 2.81044 -2.86841
H 1.96981 1.61614 -3.12713
C -1.65732 -3.93211 -0.47107
C -0.98042 -3.89825 -1.68125
C -1.73081 -4.42376 -2.91749
C -3.08253 -3.71213 -3.19240
C -3.17317 -2.27352 -2.68436
C -3.30670 -1.90585 -1.33179
C -3.88493 -2.86873 -0.30242
C -3.10682 -4.21547 -0.29678
H -1.94749 -5.49680 -2.80381
H -3.88729 -4.34413 -2.79041
H -1.05338 -4.29680 -3.77774
H -3.47646 -4.88956 -1.08655
H -1.09604 -3.85201 0.46355
H 0.09626 -4.13049 -1.67805
H -3.31381 -4.74620 0.65994
H -3.81198 -2.45830 0.71855
H -3.32470 -0.86492 -0.98581
H -4.96226 -3.05963 -0.44467
H -3.21597 -3.65304 -4.29857
H -3.51431 -1.61612 -3.49596
P 1.32080 -1.34344 2.17380
P -1.71368 1.21189 1.80438
C -0.56269 -1.51293 2.00333
C -1.45119 -0.41393 2.61254
H -0.82381 -2.42622 2.56821
H -0.84684 -1.68608 0.95288
H -2.46574 -0.85992 2.61509
H -1.16196 -0.23996 3.65809
C -1.48727 2.63084 2.87879
H -1.43053 3.55509 2.25445
H -0.54791 2.48622 3.45662
H -2.36875 2.64003 3.56535
C -3.27436 1.26833 0.87961
H -4.07630 0.81361 1.46117
H -3.12281 0.78194 -0.10393
H -3.45397 2.31427 0.65015
C 1.70543 -3.03259 2.80798
H 2.68803 -3.32813 2.41580
H 0.92073 -3.76718 2.56943
H 1.81911 -2.94055 3.89173
C 1.64855 -1.85836 0.40240
H 1.57075 -0.95829 -0.23468
H 0.96769 -2.65345 0.01551
H 2.68162 -2.23561 0.34911
Cl -0.45285 1.35021 0.21912
```

Values from the calculation:
- 2S+1: 1
- Charge: +1
- Total energy: -2272.8928 a.u.
- Relative energy (zero: lowest compared OMol25 entry of this formula, charge and spin): 0.0 kJ/mol
- Strongest force on any atom: 3.9 eV/Å
- Orbital gap (alpha / beta): 6.2 / 5.4 eV

Q: Look up the 2S+1 of the sixth one.
A: 1

Q: Look up the 2S+1 of the first one.
A: 1